Entry 1:
Computed, not measured: 5 unconnected molecules or ions with the total composition C21H51N5O3 at a distorted geometry, with wB97M-V/def2-TZVPD.

```
80
Properties=species:S:1:pos:R:3:mulliken_charge:R:1
C 1.119 0.933 -3.166 -1.287
C 2.180 0.617 -2.110 -0.637
N 1.991 1.287 -0.877 0.284
C 2.373 0.675 0.375 -0.387
C 1.775 1.355 1.592 -1.392
C 2.140 2.687 -0.870 -0.555
C 3.543 3.053 -1.343 -1.123
H 0.194 1.012 -2.594 0.328
H 1.068 0.203 -3.974 0.425
H 1.186 1.959 -3.529 0.265
H 2.020 -0.441 -1.906 0.410
H 3.186 0.771 -2.500 0.343
H 1.913 -0.308 0.273 0.365
H 3.454 0.561 0.451 0.280
H 2.230 2.317 1.829 0.364
H 0.741 1.657 1.423 0.378
H 1.835 0.690 2.453 0.379
H 1.941 3.106 0.116 0.314
H 1.509 3.097 -1.658 0.274
H 4.275 2.841 -0.564 0.268
H 3.686 4.129 -1.432 0.416
H 3.720 2.567 -2.303 0.288
C -0.332 -4.660 11.301 -1.170
C 0.294 -3.509 10.596 -0.483
N -0.576 -3.130 9.388 0.071
C -0.064 -1.853 8.863 -0.680
C -0.702 -0.668 9.673 -1.233
C -0.743 -4.006 8.219 -0.744
C 0.609 -4.308 7.517 -0.936
H 0.422 -4.854 12.063 0.382
H -0.496 -5.493 10.618 0.292
H -1.238 -4.297 11.785 0.274
H 0.542 -2.633 11.195 0.411
H 1.301 -3.834 10.333 0.323
H 1.007 -1.915 8.673 0.361
H -0.494 -1.604 7.892 0.384
H -0.867 0.147 8.967 0.395
H -1.688 -0.880 10.087 0.327
H -0.142 -0.334 10.547 0.312
H -1.512 -3.558 7.591 0.444
H -1.167 -4.922 8.630 0.359
H 0.320 -4.967 6.699 0.411
H 1.213 -4.905 8.201 0.235
H 1.113 -3.387 7.223 0.268
C -3.436 -2.332 1.342 -0.851
N -4.191 -1.495 0.487 0.132
C -3.731 -0.118 0.327 -0.935
C -5.314 -1.949 -0.109 0.144
O -6.062 -1.266 -0.798 -0.587
H -3.638 -3.396 1.223 0.284
H -3.414 -2.040 2.392 0.333
H -2.378 -2.116 1.188 0.268
H -3.907 0.475 1.224 0.333
H -2.670 -0.138 0.078 0.304
H -4.310 0.438 -0.410 0.296
H -5.589 -3.002 0.057 0.277
C 3.400 2.487 -8.901 -1.058
N 3.842 2.147 -10.249 0.084
C 4.800 1.045 -10.375 -0.917
C 3.195 2.612 -11.334 0.104
O 3.418 2.276 -12.509 -0.605
H 2.707 1.828 -8.378 0.342
H 3.042 3.507 -8.758 0.372
H 4.331 2.518 -8.335 0.385
H 4.822 0.674 -9.351 0.370
H 4.537 0.235 -11.055 0.310
H 5.781 1.469 -10.591 0.286
H 2.433 3.368 -11.088 0.327
C -4.436 1.303 -5.869 -0.934
N -3.378 2.309 -6.170 0.065
C -3.227 3.346 -5.072 -0.864
C -2.712 2.308 -7.321 0.193
O -1.840 3.024 -7.676 -0.569
H -5.450 1.654 -6.057 0.324
H -4.311 0.897 -4.865 0.311
H -4.370 0.475 -6.574 0.323
H -2.244 3.805 -5.181 0.289
H -4.063 4.045 -5.073 0.315
H -3.313 2.912 -4.076 0.287
H -3.199 1.499 -7.889 0.259
```

As for the SMILES: CCN(CC)CC.CCN(CC)CC.CN(C)C=O.CN(C)C=O.CN(C)C=O. The energy above the lowest of the compared OMol25 structures with the same formula, charge and spin is 367.4 kJ/mol. Its spin multiplicity is 1. For the highest occupied orbital energy, the calculation gives -8.06 eV. The calculation puts the energy at -36193.815 eV. Its total charge is 0.



Entry 2:
Computed, not measured: 5 unconnected molecules or ions with the total composition C21H52BN2O11P at a distorted geometry, with wB97M-V/def2-TZVPD.

```
88
Properties=species:S:1:pos:R:3:mulliken_charge:R:1
N 4.768 1.601 -2.832 -0.671
P 4.641 3.035 -2.165 0.258
C 2.941 3.344 -1.489 0.293
C 1.696 2.891 -2.343 -0.978
N 0.970 1.897 -1.565 -0.242
C 1.904 1.317 -0.614 -0.288
O 1.911 0.226 -0.241 -0.459
C 2.892 2.459 -0.214 0.213
C 2.753 3.107 1.194 -0.932
B 3.472 4.524 1.341 0.596
O 2.723 5.665 1.021 -0.563
O 4.776 4.700 1.726 -0.530
H 3.869 1.123 -2.793 0.241
H 5.546 3.062 -1.069 0.031
H 5.008 4.038 -3.108 0.101
H 2.814 4.434 -1.407 0.385
H 1.034 3.765 -2.460 0.395
H 1.916 2.650 -3.393 0.195
H 0.290 2.305 -0.921 0.345
H 3.848 1.907 -0.127 0.414
H 3.260 2.422 1.899 0.277
H 1.709 3.152 1.545 0.262
H 3.117 6.051 0.225 0.312
H 5.300 3.905 1.551 0.311
C -3.769 0.301 1.752 -0.795
O -2.504 0.647 2.291 -0.435
C -1.874 -0.448 2.947 -0.272
C -0.777 -1.048 2.091 -0.218
O -1.304 -1.694 0.939 -0.373
C -1.145 -0.915 -0.238 -0.722
H -4.107 1.124 1.122 0.307
H -3.716 -0.603 1.144 0.306
H -4.495 0.157 2.559 0.369
H -2.607 -1.209 3.231 0.254
H -1.426 -0.055 3.866 0.302
H -0.256 -1.815 2.674 0.304
H -0.046 -0.285 1.809 0.059
H -0.095 -0.889 -0.530 0.394
H -1.515 0.105 -0.096 0.262
H -1.719 -1.386 -1.035 0.281
C -4.592 -2.511 -0.830 -0.856
O -5.561 -2.005 0.074 -0.310
C -6.700 -1.473 -0.589 -0.551
C -7.876 -2.425 -0.521 -0.576
O -7.640 -3.597 -1.289 -0.371
C -7.296 -4.717 -0.490 -0.680
H -3.843 -3.052 -0.253 0.262
H -5.038 -3.196 -1.556 0.494
H -4.101 -1.686 -1.357 0.281
H -6.465 -1.219 -1.627 0.377
H -6.968 -0.547 -0.069 0.367
H -8.753 -1.932 -0.953 0.375
H -8.109 -2.679 0.518 0.337
H -8.172 -5.066 0.067 0.327
H -6.488 -4.482 0.207 0.276
H -6.964 -5.514 -1.154 0.243
C 4.922 0.762 -5.755 -0.566
O 4.722 1.419 -7.004 -0.386
C 5.901 1.470 -7.792 -0.544
C 5.869 0.443 -8.906 -0.487
O 5.943 -0.881 -8.395 -0.368
C 4.689 -1.539 -8.394 -0.724
H 3.949 0.609 -5.293 0.168
H 5.403 -0.212 -5.888 0.279
H 5.525 1.383 -5.095 0.346
H 6.792 1.340 -7.171 0.329
H 5.944 2.470 -8.238 0.389
H 6.747 0.588 -9.544 0.367
H 4.976 0.573 -9.526 0.325
H 4.388 -1.782 -9.419 0.327
H 3.915 -0.931 -7.919 0.315
H 4.797 -2.467 -7.833 0.246
C 0.038 -0.726 8.971 -0.645
O -1.212 -1.353 9.203 -0.376
C -2.285 -0.705 8.533 -0.559
C -2.706 -1.467 7.294 -0.562
O -1.698 -1.426 6.291 -0.170
C -0.965 -2.637 6.208 -0.871
H 0.818 -1.375 9.367 0.243
H 0.219 -0.571 7.905 0.233
H 0.082 0.235 9.495 0.323
H -2.023 0.328 8.283 0.328
H -3.128 -0.678 9.232 0.373
H -3.595 -0.987 6.872 0.369
H -2.967 -2.500 7.544 0.365
H -1.588 -3.427 5.775 0.302
H -0.596 -2.954 7.187 0.419
H -0.111 -2.468 5.552 0.229
```

As for the SMILES: N=[PH2][C@H]1CNC(=O)[C@@H]1CB(O)O.COCCOC.COCCOC.COCCOC.COCCOC. The energy above the lowest of the compared OMol25 structures with the same formula, charge and spin is 116.8 kJ/mol. Its spin multiplicity is 1. For the highest occupied orbital energy, the calculation gives -8.73 eV. The calculation puts the energy at -58083.497 eV. Its total charge is 0.



Entry 3:
Computed, not measured: a molecular structure, C21H52ClFGaO5, with wB97M-V/def2-TZVPD.

```
81
Properties=species:S:1:pos:R:3:mulliken_charge:R:1
C 0.552 -1.835 -1.831 -0.642
C 0.713 -2.742 -3.051 -0.550
C 0.728 -2.019 -4.404 -0.821
C -0.649 -1.697 -5.005 0.810
C -0.480 -1.251 -6.462 -1.660
Ga -1.777 -0.376 -3.983 -0.387
Cl -3.608 0.027 -5.323 -0.530
C -1.038 1.444 -3.551 -0.605
C 0.317 1.833 -4.099 -0.198
F 1.344 1.176 -3.366 -0.308
O -2.483 -1.116 -2.423 -0.447
C -3.768 -1.641 -2.317 0.421
C -3.894 -3.040 -2.923 -1.112
H 1.326 -1.060 -1.824 0.152
H -0.427 -1.352 -1.804 0.113
H 0.658 -2.418 -0.908 0.392
H -0.118 -3.461 -3.062 0.237
H 1.633 -3.330 -2.945 0.360
H 1.290 -2.634 -5.126 0.469
H 1.311 -1.093 -4.291 0.097
H -1.224 -2.637 -5.002 0.277
H -1.440 -1.145 -6.972 0.358
H 0.028 -0.281 -6.539 0.222
H 0.138 -1.955 -7.044 0.448
H -1.771 2.181 -3.904 0.430
H -0.991 1.570 -2.461 0.167
H 0.539 2.905 -4.031 0.369
H 0.473 1.522 -5.139 0.101
H -4.512 -0.995 -2.810 0.306
H -4.042 -1.687 -1.251 -0.397
H -4.932 -3.385 -2.881 0.373
H -3.578 -3.014 -3.970 0.221
H -3.263 -3.754 -2.382 0.296
C 2.499 2.164 -0.355 -0.805
C 1.778 3.414 0.118 0.402
C 1.990 3.654 1.604 -1.154
O 0.393 3.384 -0.211 -0.570
H 2.166 1.297 0.224 0.199
H 2.320 1.952 -1.408 0.057
H 3.576 2.275 -0.194 0.357
H 2.151 4.275 -0.444 0.232
H 1.569 2.836 2.195 0.274
H 1.508 4.578 1.923 0.342
H 3.054 3.714 1.843 0.291
H 0.013 2.563 0.121 0.349
C -6.920 -2.833 2.248 -1.439
C -6.098 -2.386 1.050 0.519
C -5.802 -0.896 1.073 -1.166
O -6.721 -2.766 -0.173 -0.514
H -7.881 -2.309 2.261 0.351
H -7.110 -3.905 2.202 0.335
H -6.404 -2.607 3.183 0.369
H -5.153 -2.936 1.037 0.296
H -6.738 -0.327 1.060 0.361
H -5.210 -0.616 0.203 0.280
H -5.255 -0.619 1.976 0.340
H -7.539 -2.264 -0.259 0.320
C 2.917 1.567 5.709 -1.064
C 2.729 3.064 5.536 0.649
C 3.017 3.827 6.819 -1.482
O 1.428 3.371 5.038 -0.537
H 2.266 1.198 6.509 0.436
H 2.686 1.044 4.783 0.079
H 3.948 1.340 5.982 0.357
H 3.394 3.419 4.745 0.167
H 2.341 3.497 7.614 0.343
H 2.880 4.897 6.668 0.354
H 4.040 3.648 7.157 0.370
H 0.777 2.976 5.628 0.316
C 5.832 -0.888 2.479 -1.501
C 4.449 -0.478 2.955 0.619
C 3.343 -1.200 2.207 -1.320
O 4.285 0.938 2.893 -0.427
H 5.947 -0.653 1.417 0.360
H 6.603 -0.358 3.039 0.349
H 5.984 -1.961 2.599 0.409
H 4.360 -0.696 4.024 0.273
H 3.398 -0.980 1.138 0.304
H 2.364 -0.886 2.569 0.317
H 3.432 -2.280 2.330 0.431
H 4.337 1.212 1.970 0.214
```

The energy above the lowest of the compared OMol25 structures with the same formula, charge and spin is 0.0 kJ/mol. Its spin multiplicity is 1. For the highest occupied orbital energy, the calculation gives -4.72 eV. The calculation puts the energy at -100477.592 eV. Its total charge is -1.



Entry 4:
Computed, not measured: a molecular structure, C21H52N6O2P2Ta at a distorted geometry, with wB97M-V/def2-TZVPD.

```
84
Properties=species:S:1:pos:R:3:mulliken_charge:R:1
Ta -4.555 0.113 -1.641 0.835
C -2.461 -0.821 -1.756 -1.427
C -2.080 -1.452 -3.124 -0.684
C -1.536 -0.457 -4.175 -0.433
C -2.624 0.108 -5.059 0.151
C -3.420 -0.730 -5.826 -0.193
C -4.444 -0.239 -6.614 -0.630
C -4.678 1.131 -6.629 -0.400
C -3.884 1.971 -5.877 -0.550
C -2.852 1.479 -5.091 -0.205
H -3.808 1.789 -2.017 -0.356
H -4.990 -0.195 -3.410 -0.148
H -5.395 -1.505 -1.236 -0.300
H -4.311 0.322 0.212 -0.190
H -6.165 1.020 -1.419 -0.163
H -2.427 -1.589 -0.975 0.375
H -1.707 -0.053 -1.553 0.383
H -1.229 -2.129 -2.945 0.289
H -2.875 -2.082 -3.527 0.419
H -0.950 0.324 -3.691 0.259
H -0.870 -1.037 -4.825 0.281
H -3.240 -1.799 -5.801 0.317
H -5.080 -0.897 -7.193 0.348
H -5.489 1.525 -7.230 0.354
H -4.061 3.041 -5.881 0.335
H -2.233 2.130 -4.488 0.358
O 1.397 -0.112 -1.594 -0.806
P 2.630 -0.938 -1.581 0.349
N 3.516 -0.208 -0.313 0.338
C 4.950 -0.149 -0.169 -0.964
C 2.809 -0.205 0.961 -1.141
N 3.240 -0.536 -3.164 0.233
C 4.489 0.187 -3.357 -1.231
C 2.223 0.048 -4.049 -0.837
N 3.349 -2.456 -1.604 0.288
C 2.906 -3.364 -0.543 -1.100
C 4.523 -2.893 -2.321 -0.914
H 5.382 -1.053 0.294 0.276
H 5.209 0.700 0.468 0.341
H 5.455 0.021 -1.116 0.284
H 2.757 -1.200 1.427 0.243
H 1.791 0.156 0.825 0.252
H 3.287 0.470 1.671 0.397
H 4.588 1.058 -2.697 0.375
H 4.546 0.560 -4.380 0.434
H 5.372 -0.449 -3.244 0.264
H 2.060 1.115 -3.861 0.356
H 1.272 -0.463 -3.948 0.019
H 2.540 -0.067 -5.089 0.444
H 3.559 -3.318 0.338 0.309
H 2.875 -4.395 -0.898 0.406
H 1.893 -3.113 -0.221 0.338
H 5.423 -2.330 -2.058 0.256
H 4.373 -2.855 -3.401 0.282
H 4.727 -3.936 -2.075 0.404
O 1.189 1.246 3.531 -0.748
P 0.237 0.859 4.611 0.479
N -1.216 0.982 3.734 0.252
C -2.532 1.344 4.212 -0.888
C -1.275 0.058 2.592 -0.528
N 0.524 2.196 5.706 0.171
C -0.504 3.192 5.985 -1.184
C 1.785 2.898 5.468 -1.080
N -0.240 -0.146 5.872 0.169
C -0.354 -1.564 5.519 -1.116
C -0.823 0.204 7.146 -0.905
H -3.086 0.499 4.653 0.278
H -3.122 1.718 3.373 0.352
H -2.500 2.149 4.942 0.262
H -1.435 -0.975 2.930 0.229
H -0.350 0.086 2.018 -0.112
H -2.071 0.311 1.895 0.327
H -1.008 3.553 5.081 0.360
H -0.053 4.064 6.462 0.424
H -1.254 2.842 6.698 0.267
H 1.721 3.608 4.635 0.338
H 2.593 2.203 5.259 0.346
H 2.060 3.453 6.369 0.363
H -1.373 -1.833 5.220 0.346
H -0.059 -2.200 6.357 0.397
H 0.313 -1.809 4.690 0.328
H -1.768 0.745 7.049 0.266
H -0.134 0.782 7.762 0.283
H -1.043 -0.708 7.703 0.405
```

Its spin multiplicity is 1. For the highest occupied orbital energy, the calculation gives -4.44 eV. The calculation puts the energy at -55778.551 eV. Its total charge is -1.



Entry 5:
Computed, not measured: 3 unconnected molecules or ions with the total composition C21H53B3BrN3O4Si at a distorted geometry, with wB97M-V/def2-TZVPD.

```
86
Properties=species:S:1:pos:R:3:mulliken_charge:R:1
C 1.986 3.652 3.704 -0.861
C 0.854 2.711 2.925 -0.145
C 1.202 1.137 3.348 -0.458
Br 0.362 0.885 5.191 -0.177
B 0.602 0.074 2.242 -0.325
O 1.025 -1.371 2.294 -0.125
B -0.260 -2.054 2.684 0.564
C -0.522 -2.721 4.169 -0.321
N -1.876 -3.460 4.208 -0.697
O -1.313 -2.035 1.609 -0.364
B -1.524 -0.573 1.332 0.151
C -3.052 0.052 1.120 -0.556
C -4.045 -0.199 2.419 0.349
O -4.582 1.070 2.991 -0.455
Si -6.335 0.971 3.103 0.597
C -6.974 2.480 4.184 -0.958
C -6.960 -0.620 4.067 -0.867
C -7.164 0.950 1.331 -0.816
O -0.388 0.401 1.183 0.093
H 1.582 4.714 4.000 0.295
H 2.923 3.687 2.985 0.249
H 2.335 3.011 4.647 0.225
H 0.888 2.863 1.758 0.147
H -0.227 2.971 3.355 0.313
H 2.386 1.049 3.450 0.449
H 0.386 -3.422 4.414 0.235
H -0.590 -1.906 5.039 0.181
H -2.568 -2.699 3.945 0.207
H -2.025 -3.664 5.241 0.301
H -3.503 -0.510 0.182 0.281
H -2.977 1.229 0.934 0.152
H -3.529 -0.783 3.304 -0.262
H -4.993 -0.802 2.051 0.188
H -6.815 2.225 5.335 0.249
H -6.429 3.490 3.909 0.266
H -8.137 2.605 3.951 0.255
H -6.511 -1.543 3.488 0.247
H -8.151 -0.667 4.109 0.298
H -6.597 -0.603 5.185 0.255
H -8.173 0.351 1.377 0.302
H -7.288 2.052 0.946 0.259
H -6.429 0.324 0.631 0.199
C 0.413 -4.384 -4.240 -1.485
C 0.364 -3.442 -3.039 -0.157
N 1.222 -3.850 -1.924 0.224
C 0.964 -3.098 -0.692 -1.257
C 1.256 -1.601 -0.703 -0.311
C 2.637 -4.063 -2.236 -0.866
C 3.413 -2.890 -2.829 -0.870
H 0.161 -5.409 -3.949 0.332
H -0.313 -4.061 -4.994 0.439
H 1.397 -4.387 -4.718 0.296
H -0.678 -3.423 -2.695 0.402
H 0.600 -2.429 -3.380 0.163
H 1.515 -3.558 0.138 0.206
H -0.094 -3.232 -0.429 0.397
H 2.327 -1.398 -0.650 0.194
H 0.803 -1.131 0.178 0.370
H 0.845 -1.099 -1.583 0.312
H 2.712 -4.906 -2.935 0.392
H 3.161 -4.415 -1.339 0.327
H 2.852 -2.360 -3.602 0.234
H 4.338 -3.258 -3.291 0.488
H 3.708 -2.175 -2.059 0.249
C 2.108 2.255 -1.529 -1.221
C 3.421 1.968 -2.254 -0.447
N 3.279 1.801 -3.704 0.188
C 4.485 1.265 -4.344 -0.468
C 5.745 2.124 -4.309 -1.061
C 2.629 2.899 -4.424 -0.664
C 3.261 4.283 -4.318 -0.992
H 1.367 1.475 -1.730 0.213
H 2.281 2.283 -0.448 0.295
H 1.685 3.222 -1.815 0.407
H 3.820 1.038 -1.829 0.406
H 4.136 2.758 -2.008 0.228
H 4.260 1.012 -5.388 0.435
H 4.720 0.303 -3.870 0.114
H 5.688 2.953 -5.016 0.225
H 6.610 1.518 -4.601 0.444
H 5.953 2.524 -3.313 0.256
H 1.591 2.972 -4.074 0.366
H 2.534 2.635 -5.485 0.377
H 3.571 4.530 -3.300 0.252
H 2.534 5.044 -4.630 0.367
H 4.123 4.382 -4.980 0.278
```

As for the SMILES: CC[C@@H](Br)B1OB(CN)OB(CCO[Si](C)(C)C)O1.CCN(CC)CC.CCN(CC)CC. Its spin multiplicity is 1. For the highest occupied orbital energy, the calculation gives -7.86 eV. The calculation puts the energy at -115248.741 eV. Its total charge is 0.



Question: Among the records above, which one has the highest energy?
Answer: C21H51N5O3



Question: What is the highest occupied orbital energy in the fifth record?
Answer: -7.86 eV